This record from OMol25 describes C19H45Li2N3O9 as an isolated structure in a non-equilibrium geometry. The level of theory is ωB97M-V/def2-TZVPD.

Results
charge: 0
energy: -1607.09401 Eh
energy relative to the best compared isomer or geometry (same formula, charge and spin): 6.698 eV
orbital gap: 4.45 eV

Geometry (Å):
Li 1.132 4.387 -0.587
Li -1.950 2.808 3.209
C 0.338 1.755 1.362
O 0.834 1.520 0.312
O -0.256 1.011 2.049
O 0.101 2.956 1.549
C -2.440 8.766 -2.751
O -2.165 7.334 -3.107
C -2.077 6.507 -1.959
C -1.570 5.105 -2.450
N -0.180 5.156 -3.051
C -0.051 4.127 -4.046
C 1.395 3.798 -4.605
O 2.147 5.002 -4.647
C 3.095 5.026 -5.607
H -2.498 9.472 -3.579
H -1.708 9.168 -2.051
H -3.412 8.896 -2.275
H -3.089 6.280 -1.621
H -1.322 6.788 -1.225
H -2.338 4.711 -3.115
H -1.613 4.379 -1.639
H -0.227 6.045 -3.529
H -0.725 4.159 -4.902
H -0.340 3.192 -3.567
H 1.226 3.413 -5.611
H 1.975 2.999 -4.142
H 3.979 5.613 -5.354
H 2.585 5.530 -6.428
H 3.495 4.040 -5.843
C 2.476 -4.761 0.612
O 3.339 -4.005 1.534
C 3.129 -2.642 1.956
C 3.803 -2.314 3.348
N 2.813 -2.065 4.378
C 2.190 -3.311 4.636
C 1.588 -3.310 6.056
O 2.550 -3.729 7.032
C 3.343 -2.670 7.605
H 1.554 -5.092 1.089
H 3.159 -5.572 0.359
H 2.316 -4.218 -0.319
H 2.077 -2.376 2.068
H 3.381 -2.008 1.107
H 4.399 -1.410 3.228
H 4.503 -3.079 3.684
H 2.333 -1.311 3.908
H 2.955 -4.065 4.820
H 1.375 -3.509 3.941
H 0.837 -4.099 6.087
H 1.061 -2.424 6.408
H 4.109 -3.152 8.211
H 2.646 -2.084 8.204
H 3.892 -2.228 6.773
C -0.341 -3.379 -4.360
O -1.727 -3.493 -4.142
C -2.247 -3.533 -2.803
C -1.907 -2.306 -1.866
N -2.737 -2.161 -0.612
C -2.563 -3.288 0.322
C -2.983 -2.883 1.756
O -4.271 -2.451 1.871
C -5.218 -3.320 2.300
H 0.303 -4.188 -4.014
H 0.069 -2.486 -3.889
H -0.303 -3.280 -5.444
H -1.867 -4.408 -2.274
H -3.317 -3.725 -2.870
H -1.806 -1.364 -2.406
H -0.919 -2.634 -1.544
H -2.278 -1.412 -0.114
H -1.505 -3.534 0.412
H -3.159 -4.176 0.116
H -2.302 -2.082 2.044
H -2.696 -3.644 2.482
H -4.885 -3.735 3.252
H -5.370 -4.224 1.710
H -6.141 -2.801 2.558



This record from OMol25 describes a 3-piece molecular cluster, C19H46B3N3O10 overall in a non-equilibrium geometry. The level of theory is ωB97M-V/def2-TZVPD.

Results
charge: 0
energy: -1743.00318 Eh
orbital gap: 9.02 eV

Geometry (Å):
C -2.456 -3.428 -3.130
C -2.007 -2.047 -2.626
C -2.384 -0.931 -3.573
O -3.794 -0.838 -3.624
C -4.284 -0.031 -4.677
B -5.819 -0.337 -4.851
O -6.754 0.666 -5.003
B -7.992 0.403 -4.418
N -8.668 1.354 -3.623
O -8.508 -0.879 -4.619
B -7.576 -1.887 -4.404
C -8.007 -3.228 -3.730
C -9.243 -3.129 -2.834
C -10.610 -2.976 -3.478
O -11.597 -2.745 -2.845
O -10.690 -3.198 -4.823
O -6.278 -1.647 -4.811
H -3.081 -3.339 -4.019
H -3.024 -3.973 -2.376
H -1.602 -4.053 -3.394
H -2.457 -1.830 -1.655
H -0.927 -2.016 -2.488
H -1.997 -1.133 -4.584
H -1.954 0.022 -3.235
H -3.743 -0.256 -5.612
H -4.123 1.033 -4.461
H -8.122 2.186 -3.444
H -9.079 1.030 -2.760
H -8.170 -3.976 -4.517
H -7.167 -3.615 -3.150
H -9.317 -4.025 -2.212
H -9.167 -2.291 -2.138
H -9.960 -2.757 -5.272
C 1.890 -1.486 4.082
O 1.366 -0.203 3.820
C 2.334 0.781 3.478
C 2.247 1.168 2.017
N 2.670 0.076 1.157
C 2.439 0.263 -0.268
C 1.009 0.474 -0.753
O 0.177 -0.667 -0.651
C -0.380 -0.906 0.626
H 1.098 -2.068 4.550
H 2.213 -2.007 3.172
H 2.745 -1.436 4.765
H 3.343 0.430 3.716
H 2.130 1.668 4.084
H 2.912 2.023 1.855
H 1.222 1.508 1.814
H 2.232 -0.785 1.454
H 2.835 -0.614 -0.786
H 3.033 1.122 -0.603
H 1.061 0.705 -1.820
H 0.529 1.330 -0.261
H -0.612 0.030 1.144
H 0.275 -1.504 1.266
H -1.304 -1.464 0.475
C 6.122 -0.237 2.395
O 5.739 0.402 3.598
C 6.726 0.429 4.620
C 7.246 1.834 4.831
N 8.017 2.284 3.685
C 8.357 3.700 3.674
C 7.224 4.721 3.706
O 6.443 4.772 2.526
C 5.419 3.804 2.426
H 5.214 -0.353 1.804
H 6.845 0.348 1.816
H 6.556 -1.223 2.591
H 7.543 -0.257 4.378
H 6.256 0.088 5.547
H 7.888 1.842 5.718
H 6.379 2.472 5.050
H 7.519 2.054 2.836
H 8.945 3.890 2.774
H 9.013 3.904 4.528
H 7.681 5.708 3.800
H 6.571 4.584 4.578
H 4.971 3.593 3.403
H 5.767 2.859 1.998
H 4.652 4.213 1.769



This record from OMol25 describes a 5-piece molecular cluster, C19H46N2O5 overall in a non-equilibrium geometry. The level of theory is ωB97M-V/def2-TZVPD.

Results
charge: +1
2S+1: 2
energy: -1236.82171 Eh
orbital gap (alpha / beta): 8.78 / 4.35 eV

Geometry (Å):
C -1.239 -0.983 0.239
O -2.529 -0.623 -0.209
H -0.477 -0.257 -0.045
H -1.245 -1.147 1.316
H -0.908 -1.929 -0.192
H -2.655 0.250 0.170
O -3.532 -3.148 -0.997
H -4.043 -3.384 -0.222
H -3.299 -2.230 -0.860
O -2.617 2.070 -0.162
H -3.479 2.326 -0.488
H -2.149 2.897 -0.044
C 0.664 -6.725 1.412
C 0.176 -5.230 0.989
C 1.306 -4.212 1.329
C 2.290 -3.942 0.256
C 1.563 -3.755 -1.139
C 0.465 -4.814 -1.557
N -0.418 -4.993 -0.411
O -1.627 -5.656 -0.712
C -0.224 -4.210 -2.765
C 1.038 -6.195 -1.981
C -1.077 -4.954 1.864
H 0.926 -6.742 2.470
H 1.503 -7.133 0.848
H -0.157 -7.428 1.275
H 0.731 -3.356 1.683
H 1.868 -4.579 2.187
H 2.849 -4.873 0.164
H 2.997 -3.137 0.456
H 2.318 -3.901 -1.911
H 1.124 -2.773 -1.316
H -1.110 -4.716 -3.147
H -0.707 -3.277 -2.471
H 0.487 -4.080 -3.581
H 1.383 -6.224 -3.015
H 1.838 -6.510 -1.311
H 0.268 -6.966 -1.999
H -0.799 -4.854 2.914
H -1.856 -5.716 1.892
H -1.518 -4.008 1.548
H -2.251 -4.940 -0.854
C -0.405 7.268 0.378
C -0.330 5.965 -0.382
C 0.906 5.978 -1.300
C 2.189 5.527 -0.618
C 1.975 4.078 -0.104
C 0.774 4.162 0.969
N -0.390 4.708 0.403
O -1.478 4.687 1.369
C 0.693 2.620 1.279
C 1.373 4.859 2.277
C -1.520 6.143 -1.291
H -0.321 8.085 -0.339
H -1.371 7.250 0.883
H 0.365 7.282 1.149
H 0.709 5.539 -2.278
H 1.027 7.055 -1.415
H 2.979 5.579 -1.367
H 2.413 6.261 0.156
H 2.931 3.722 0.277
H 1.720 3.383 -0.904
H 1.659 2.357 1.710
H 0.511 1.978 0.417
H -0.096 2.443 2.009
H 2.410 4.689 2.566
H 0.878 4.681 3.231
H 1.457 5.926 2.067
H -1.454 6.934 -2.037
H -1.704 5.287 -1.940
H -2.489 6.236 -0.801
H -1.290 5.375 2.011



- What is the charge in the third record?
  +1